# 1
# C25H27N3O3S

One molecule with the formula C25H27N3O3S (wB97M-V/def2-TZVPD, the OMol25 dataset).

Computed properties:
Energy relative to the best compared isomer or geometry (same formula, charge and spin) (kcal per mole): 4.17

Positions of all 59 atoms, in Å:
C -1.618 4.548 -3.312
C -1.152 3.514 -2.336
C -0.289 3.844 -1.299
C 0.167 2.880 -0.420
C -0.229 1.559 -0.576
C -1.117 1.221 -1.588
C -1.567 2.193 -2.461
H -2.254 1.923 -3.249
H -1.460 0.201 -1.680
N 0.237 0.565 0.328
C 1.062 -0.436 -0.040
O 1.350 -1.360 0.707
C 1.645 -0.360 -1.447
C 2.343 0.928 -1.723
C 3.314 1.527 -0.983
C 3.759 2.749 -1.537
C 3.126 3.055 -2.696
S 1.977 1.857 -3.141
H 3.266 3.909 -3.329
H 4.517 3.366 -1.090
H 3.708 1.102 -0.076
H 0.849 -0.511 -2.178
H 2.347 -1.196 -1.529
C -0.339 0.614 1.677
C 0.701 0.420 2.753
C 0.417 -0.250 3.937
C 1.412 -0.352 4.897
N 2.622 0.157 4.755
C 2.887 0.808 3.637
C 1.968 0.977 2.615
H 2.234 1.526 1.725
H 3.885 1.219 3.559
H 1.229 -0.870 5.830
H -0.557 -0.680 4.111
C -1.533 -0.365 1.752
O -2.675 0.039 1.800
N -1.170 -1.657 1.746
H -0.185 -1.868 1.603
C -2.128 -2.726 1.615
H -3.074 -2.396 2.051
H -1.763 -3.601 2.159
C -2.373 -3.099 0.138
C -1.085 -3.572 -0.571
H -0.281 -3.709 0.153
H -0.748 -2.859 -1.320
C -1.485 -4.914 -1.187
H -1.867 -4.773 -2.199
C -2.622 -5.347 -0.263
H -2.223 -5.812 0.651
O -3.313 -4.155 0.046
H -3.335 -6.029 -0.727
H -0.668 -5.631 -1.212
H -2.820 -2.230 -0.361
H -0.767 1.619 1.791
H 0.842 3.149 0.379
H 0.035 4.868 -1.178
H -2.674 4.416 -3.538
H -1.062 4.453 -4.244
H -1.463 5.551 -2.922

The molecule's natural (NBO) atomic charges, reported in e, are given here:
1 C -0.629
2 C -0.008
3 C -0.198
4 C -0.224
5 C 0.227
6 C -0.245
7 C -0.196
8 H 0.215
9 H 0.220
10 N -0.485
11 C 0.728
12 O -0.646
13 C -0.535
14 C -0.186
15 C -0.275
16 C -0.254
17 C -0.414
18 S 0.450
19 H 0.236
20 H 0.226
21 H 0.227
22 H 0.243
23 H 0.257
24 C -0.155
25 C 0.025
26 C -0.254
27 C 0.046
28 N -0.419
29 C 0.043
30 C -0.256
31 H 0.214
32 H 0.190
33 H 0.193
34 H 0.228
35 C 0.676
36 O -0.617
37 N -0.644
38 H 0.440
39 C -0.242
40 H 0.234
41 H 0.196
42 C 0.089
43 C -0.436
44 H 0.209
45 H 0.212
46 C -0.427
47 H 0.204
48 C -0.067
49 H 0.156
50 O -0.522
51 H 0.194
52 H 0.216
53 H 0.185
54 H 0.255
55 H 0.222
56 H 0.215
57 H 0.222
58 H 0.222
59 H 0.217

=====

# 2
# C3H3N2O

An isolated ion of composition C3H3N2O and charge +1 (wB97M-V/def2-TZVPD, the OMol25 dataset).

Computed properties:
Charge: +1
Energy relative to the best compared isomer or geometry (same formula, charge and spin) (kcal per mole): 165.98

Positions of all 9 atoms, in Å:
C 1.030 1.012 -0.104
C 0.066 -0.154 0.049
C -1.334 -0.020 0.003
N 0.941 -1.035 0.062
N 2.125 1.242 -0.047
O 2.111 -0.989 0.050
H -1.734 -1.006 0.396
H -1.554 0.172 -0.990
H -1.652 0.778 0.580

The molecule's natural (NBO) atomic charges, reported in e, are given here:
1 C 0.215
2 C 0.282
3 C -0.672
4 N 0.276
5 N -0.142
6 O 0.157
7 H 0.286
8 H 0.300
9 H 0.297

=====

# 3
# S2

S2 as an isolated structure (wB97M-V/def2-TZVPD, the OMol25 dataset).

Computed properties:
Energy relative to the best compared isomer or geometry (same formula, charge and spin) (kcal per mole): 105.08

Positions of all 2 atoms, in Å:
S 0.000 0.000 1.407
S 0.000 0.000 -1.407

The molecule's natural (NBO) atomic charges, reported in e, are given here:
1 S 0.000
2 S 0.000

=====

# 4
# C31H50BrMnN4P3

C31H50BrMnN4P3 as an isolated structure (wB97M-V/def2-TZVPD, the OMol25 dataset).

Computed properties:
Expectation value of S²: 8.767
Charge: +2
Spin multiplicity: 6
Total energy (eV): -168130.751

Positions of all 90 atoms, in Å:
C 2.869 4.854 -1.417
C 1.808 4.172 -2.057
C 1.952 4.064 -3.471
C 3.175 4.436 -4.087
N 4.195 5.063 -3.467
C 4.036 5.189 -2.138
C 0.665 3.539 -1.364
C -0.413 3.085 -0.896
C -1.632 2.536 -0.225
C -1.719 1.145 0.075
C -2.862 0.530 0.658
C -3.883 1.383 1.082
C -3.873 2.748 0.753
C -2.762 3.350 0.111
Mn -0.847 -0.839 0.684
P 1.365 -0.494 -0.352
H 1.174 3.618 -4.072
H 2.838 5.058 -0.357
H 3.335 4.283 -5.158
H 4.896 5.666 -1.659
H -2.712 4.439 -0.130
H -0.815 0.615 -0.263
H -4.713 3.384 1.027
H -2.973 -0.547 0.853
C 2.034 -2.203 -0.025
C 3.195 -2.666 -0.874
H 1.186 -2.896 -0.160
H 2.305 -2.248 1.044
H 3.416 -3.700 -0.593
H 2.974 -2.646 -1.942
H 4.096 -2.071 -0.720
C 1.480 -0.145 -2.159
C 2.850 0.259 -2.703
H 0.787 0.689 -2.345
H 1.102 -1.030 -2.696
H 2.794 0.299 -3.801
H 3.152 1.260 -2.363
H 3.652 -0.440 -2.431
C 2.483 0.759 0.403
C 3.952 0.357 0.468
H 2.115 0.947 1.423
H 2.359 1.703 -0.149
H 4.507 1.160 0.973
H 4.099 -0.568 1.041
H 4.399 0.197 -0.522
Br -5.385 0.498 1.960
P -1.844 -2.017 -1.622
C -0.701 -2.869 -2.780
C -1.180 -4.158 -3.430
H 0.213 -3.043 -2.194
H -0.480 -2.136 -3.567
H -0.379 -4.612 -4.022
H -1.518 -4.920 -2.725
H -2.018 -3.984 -4.114
C -2.965 -3.283 -0.931
C -4.336 -3.514 -1.558
H -3.106 -3.010 0.129
H -2.421 -4.236 -0.943
H -4.937 -4.203 -0.945
H -4.932 -2.605 -1.675
H -4.275 -3.966 -2.554
C -2.822 -0.900 -2.684
C -3.261 -1.355 -4.077
H -2.201 0.005 -2.783
H -3.718 -0.608 -2.117
H -3.832 -0.561 -4.586
H -2.433 -1.609 -4.748
H -3.909 -2.237 -4.051
C 1.265 -1.792 5.320
N 1.239 -0.356 5.103
C 0.059 0.240 5.757
N -1.188 -0.365 5.274
C -1.188 -1.808 5.476
N 0.008 -2.482 4.869
C -0.086 -2.472 3.430
P -0.169 -0.740 2.802
C 1.304 -0.027 3.678
C -1.468 -0.004 3.884
H 1.389 -2.006 6.381
H 2.107 -2.269 4.808
H 0.047 1.314 5.550
H 0.144 0.099 6.840
H -2.075 -2.278 5.035
H -1.193 -2.048 6.545
H 0.787 -2.956 2.978
H -0.988 -3.001 3.107
H 1.284 1.062 3.535
H 2.211 -0.441 3.207
H -2.459 -0.354 3.563
H -1.430 1.087 3.768

The molecule's Löwdin atomic charges, reported in e, are given here:
1 C -0.017
2 C -0.230
3 C -0.016
4 C -0.116
5 N 0.077
6 C -0.120
7 C 0.060
8 C 0.065
9 C -0.176
10 C -0.160
11 C -0.218
12 C -0.609
13 C -0.056
14 C 0.030
15 Mn 0.443
16 P 0.909
17 H 0.107
18 H 0.108
19 H 0.114
20 H 0.116
21 H 0.147
22 H -0.021
23 H 0.123
24 H 0.062
25 C -0.394
26 C -0.132
27 H 0.059
28 H 0.074
29 H 0.092
30 H 0.076
31 H 0.066
32 C -0.365
33 C -0.124
34 H 0.070
35 H 0.052
36 H 0.093
37 H 0.071
38 H 0.061
39 C -0.364
40 C -0.128
41 H 0.044
42 H 0.070
43 H 0.093
44 H 0.071
45 H 0.064
46 Br 0.763
47 P 0.950
48 C -0.398
49 C -0.120
50 H 0.051
51 H 0.078
52 H 0.090
53 H 0.070
54 H 0.074
55 C -0.405
56 C -0.129
57 H 0.055
58 H 0.078
59 H 0.090
60 H 0.072
61 H 0.073
62 C -0.392
63 C -0.124
64 H 0.077
65 H 0.082
66 H 0.092
67 H 0.073
68 H 0.066
69 C -0.152
70 N -0.135
71 C -0.146
72 N -0.144
73 C -0.148
74 N -0.134
75 C -0.324
76 P 0.924
77 C -0.284
78 C -0.289
79 H 0.137
80 H 0.134
81 H 0.135
82 H 0.144
83 H 0.133
84 H 0.140
85 H 0.092
86 H 0.094
87 H 0.103
88 H 0.094
89 H 0.085
90 H 0.108

=====

# 5
# C3H6Br2O

A 2-piece molecular cluster, C3H6Br2O overall (wB97M-V/def2-TZVPD, the OMol25 dataset).

Computed properties:
Energy relative to the best compared isomer or geometry (same formula, charge and spin) (kcal per mole): 19.07

Positions of all 12 atoms, in Å:
C 2.215 1.129 -0.088
C 0.673 1.403 0.113
C -2.001 -1.875 0.097
O 0.064 0.845 1.014
Br -3.774 -2.479 0.658
Br -2.014 -0.637 -1.446
H 2.551 1.397 -1.133
H 2.388 0.211 0.255
H 2.680 1.953 0.473
H 0.272 2.078 -0.641
H -1.619 -1.277 0.847
H -1.433 -2.748 -0.147

The molecule's natural (NBO) atomic charges, reported in e, are given here:
1 C -0.706
2 C 0.457
3 C -0.466
4 O -0.542
5 Br 0.024
6 Br -0.002
7 H 0.218
8 H 0.223
9 H 0.233
10 H 0.116
11 H 0.224
12 H 0.222

=====

# 6
# C4H8O2

One molecule with the formula C4H8O2 (wB97M-V/def2-TZVPD, the OMol25 dataset).

Computed properties:
Energy relative to the best compared isomer or geometry (same formula, charge and spin) (kcal per mole): 21.42

Positions of all 14 atoms, in Å:
C 1.035 1.501 -0.420
C 0.762 0.030 -0.627
O 1.581 -0.723 -1.111
C -0.456 -1.374 1.071
C -0.602 -0.523 -0.200
O -1.556 0.489 0.074
H 2.114 1.662 -0.391
H 0.550 1.879 0.483
H 0.629 2.067 -1.269
H 0.590 -1.547 1.338
H -0.934 -2.348 0.953
H -0.949 -0.845 1.891
H -0.939 -1.160 -1.030
H -1.825 0.893 -0.760

The molecule's natural (NBO) atomic charges, reported in e, are given here:
1 C -0.732
2 C 0.577
3 O -0.545
4 C -0.623
5 C -0.011
6 O -0.714
7 H 0.239
8 H 0.240
9 H 0.236
10 H 0.222
11 H 0.221
12 H 0.230
13 H 0.189
14 H 0.470

=====

# 7
# C2H7N4O2

An isolated ion of composition C2H7N4O2 and charge +1 (wB97M-V/def2-TZVPD, the OMol25 dataset).

Computed properties:
Charge: +1
Energy relative to the best compared isomer or geometry (same formula, charge and spin) (kcal per mole): 163.04

Positions of all 15 atoms, in Å:
C 1.219 1.269 -0.901
C 0.288 -0.975 1.125
N 0.057 1.772 -0.724
N 0.258 0.308 1.345
N -0.436 -1.566 0.176
N -1.205 -1.033 -0.918
O -0.652 2.538 -1.172
O -0.557 1.132 0.692
H 1.788 1.507 -1.818
H 1.899 0.614 -0.206
H 0.689 -1.663 1.860
H -0.425 -2.572 0.360
H -1.505 -1.762 -1.523
H -1.951 -0.409 -0.495
H 0.533 0.840 2.201

The molecule's natural (NBO) atomic charges, reported in e, are given here:
1 C -0.305
2 C 0.310
3 N 0.397
4 N -0.261
5 N -0.355
6 N -0.626
7 O -0.230
8 O -0.369
9 H 0.258
10 H 0.246
11 H 0.255
12 H 0.422
13 H 0.401
14 H 0.411
15 H 0.446